130
Properties=species:S:1:pos:R:3:forces:R:3 method="wB97M-V/def2-TZVPD" charge=0 e_homo_ha=-0.2521 homo_lumo_gap_ev=7.13
Sr 0.23334 0.92328 0.42516 -0.2 -1.8 0.2
C 2.45969 -0.66548 3.48700 0.0 0.0 0.0
C 3.26012 -0.39677 2.24132 0.0 -0.1 -0.1
C 4.62612 -0.61710 2.21521 0.0 0.0 0.0
C 5.30567 -0.36538 1.02465 0.0 0.0 0.0
C 4.63556 0.10600 -0.07672 -0.1 0.0 0.0
C 3.23680 0.34680 0.00300 -0.2 0.0 0.0
N 2.59167 0.04954 1.17318 0.0 0.4 0.1
N 2.46308 0.86957 -0.97145 -0.1 0.1 0.1
Si 3.09065 1.46335 -2.44911 0.0 0.0 0.1
C 4.54862 2.65093 -2.19443 0.0 0.0 0.0
C 3.63397 0.10841 -3.62642 0.0 0.0 0.0
C 1.73984 2.43521 -3.31880 -0.1 0.0 0.0
H 2.82619 -0.05643 4.31674 0.0 0.0 0.0
H 2.55378 -1.71156 3.78228 0.0 0.0 0.0
H 1.40076 -0.46709 3.33082 0.0 0.0 0.0
H 5.13884 -0.98859 3.09193 0.0 0.0 0.0
H 6.37389 -0.54152 0.96522 0.0 0.0 0.0
H 5.16482 0.30440 -0.99856 0.0 0.0 0.0
H 5.46804 2.27235 -2.64765 0.0 0.0 0.0
H 4.75385 2.79989 -1.13149 0.0 0.0 0.0
H 4.34462 3.62680 -2.64304 0.0 0.0 0.0
H 4.41592 -0.51486 -3.18574 0.0 0.0 0.0
H 4.02491 0.52804 -4.55768 0.0 0.0 0.0
H 2.79485 -0.54512 -3.87667 0.0 0.0 0.0
H 1.25353 3.14721 -2.64454 0.0 0.0 0.0
H 0.97611 1.76665 -3.72341 0.0 0.0 0.0
H 2.15633 3.00323 -4.15446 0.0 0.0 0.0
O -1.05005 2.17822 2.22433 0.6 0.3 -0.4
P -0.75626 3.60104 2.57680 -0.4 -0.4 0.1
N -2.05593 4.54835 2.21361 -0.2 0.0 0.1
C -2.15927 6.01373 2.13090 0.1 0.0 -0.1
C -3.46281 6.33282 2.85073 0.0 0.0 0.0
C -4.34089 5.14590 2.47077 0.0 0.0 0.0
C -3.38253 3.96164 2.55232 0.0 0.0 -0.1
N -0.48571 3.73059 4.19479 0.3 0.0 0.0
C 0.52276 2.81256 4.77632 0.0 0.0 0.0
C 0.76766 3.38103 6.17054 0.0 0.0 0.0
C 0.54330 4.87799 5.97863 0.0 0.0 0.0
C -0.67028 4.90771 5.05568 -0.1 0.0 0.0
N 0.58165 4.14018 1.78273 0.2 0.7 -0.1
C 1.25868 3.56951 0.59517 0.0 0.6 0.3
C 2.16012 4.70461 0.10686 0.1 -0.2 -0.1
C 2.48172 5.46302 1.38639 0.0 0.0 0.0
C 1.12155 5.48728 2.06000 0.2 -0.1 0.1
H -2.22094 6.32501 1.08148 0.0 0.0 0.0
H -1.30594 6.52020 2.57667 0.0 0.0 0.0
H -3.87608 7.29742 2.55872 0.0 0.0 0.0
H -3.29349 6.34181 3.93073 0.0 0.0 0.0
H -4.70191 5.26508 1.44669 0.0 0.0 0.0
H -5.20460 5.01862 3.12093 0.0 0.0 0.0
H -3.63201 3.16722 1.85144 0.0 0.0 0.0
H -3.36475 3.52909 3.55656 0.0 0.0 0.0
H 1.44280 2.83141 4.17936 0.0 0.0 0.0
H 0.14797 1.79045 4.78717 0.0 0.0 0.0
H 1.75667 3.13207 6.55115 0.0 0.0 0.0
H 0.02649 2.98507 6.86804 0.0 0.0 0.0
H 1.40715 5.32437 5.47806 0.0 0.0 0.0
H 0.37254 5.41696 6.90956 0.0 0.0 0.0
H -0.74587 5.83181 4.48319 0.0 0.0 0.0
H -1.59104 4.80546 5.63991 0.0 0.0 0.0
H 0.56455 3.29746 -0.20007 -0.1 0.0 0.0
H 1.89350 2.72688 0.87778 0.0 -0.1 0.0
H 1.60710 5.34355 -0.58615 0.0 0.0 0.0
H 3.03221 4.31588 -0.41518 0.0 0.0 0.0
H 2.87953 6.46076 1.20698 0.0 0.0 0.0
H 3.19898 4.90409 1.99141 0.0 0.0 0.0
H 0.51245 6.27013 1.59823 0.0 0.0 0.0
H 1.17266 5.67230 3.13410 0.0 0.0 0.0
O -0.72821 -1.76610 2.93836 0.1 -0.1 -0.2
S -0.47867 -2.46607 1.65716 -0.1 0.2 0.2
N -0.33562 -1.68963 0.41487 0.0 0.5 0.0
C -4.26793 -1.51384 -4.00624 0.0 -0.1 0.0
C -4.15149 -3.00074 -4.24601 0.0 0.0 0.0
C -5.08561 -3.62762 -5.06895 0.0 0.0 0.0
C -5.00666 -4.98354 -5.34208 0.0 0.0 0.0
C -3.98366 -5.73956 -4.78906 0.0 0.0 0.0
C -3.05062 -5.12601 -3.96679 -0.1 0.0 0.0
C -3.11726 -3.76083 -3.68848 0.1 -0.1 0.1
Sb -1.62682 -2.87853 -2.38641 0.1 0.1 -0.1
C -1.49064 -4.59874 -1.13086 0.0 0.0 -0.1
C -0.44170 -5.50196 -1.24572 0.0 0.0 0.0
C -0.36551 -6.61078 -0.41182 0.0 0.0 0.0
C -1.35072 -6.81895 0.53909 0.0 0.0 0.0
C -2.40592 -5.92432 0.64851 0.0 0.0 0.0
C -2.49319 -4.80955 -0.17739 0.0 0.0 0.0
C -3.64935 -3.85397 -0.03852 0.0 0.0 0.0
C 0.02903 -3.25926 -3.72355 -0.1 0.0 0.0
C -0.25352 -3.44050 -5.08107 0.0 -0.1 0.0
C 0.75696 -3.57863 -6.01969 0.0 0.0 0.0
C 2.08053 -3.53219 -5.60711 0.0 0.0 0.0
C 2.37089 -3.33391 -4.26920 0.0 0.0 0.0
C 1.36619 -3.18180 -3.31130 0.0 0.1 0.0
C 1.78284 -2.90134 -1.89220 0.0 0.0 0.0
H -5.25036 -1.14893 -4.30542 0.0 0.0 0.0
H -3.51916 -0.96842 -4.58916 0.0 0.0 0.0
H -4.11217 -1.26146 -2.95682 0.0 0.0 0.0
H -5.89069 -3.04165 -5.49879 0.0 0.0 0.0
H -5.74572 -5.44868 -5.98238 0.0 0.0 0.0
H -3.91489 -6.80082 -4.99233 0.0 0.0 0.0
H -2.25665 -5.72019 -3.52864 0.0 0.0 0.0
H 0.32543 -5.34563 -1.99646 0.0 0.0 0.0
H 0.45961 -7.30528 -0.50801 0.0 0.0 0.0
H -1.30043 -7.67680 1.19777 0.0 0.0 0.0
H -3.17457 -6.08864 1.39510 0.0 0.0 0.0
H -4.30035 -4.14547 0.78473 0.0 0.0 0.0
H -4.24950 -3.83241 -0.95325 0.0 0.0 0.0
H -3.29003 -2.83972 0.15650 0.0 0.0 0.0
H -1.28473 -3.49920 -5.41083 0.0 0.0 0.0
H 0.51075 -3.72710 -7.06378 0.0 0.0 0.0
H 2.88318 -3.64075 -6.32593 0.0 0.0 0.0
H 3.40532 -3.27664 -3.94774 0.0 0.0 0.0
H 2.41172 -2.00722 -1.85296 0.0 0.0 0.0
H 2.36970 -3.73185 -1.49176 0.0 0.0 0.0
H 0.94628 -2.72826 -1.21770 0.0 0.0 0.0
N -1.79042 1.74381 -3.67980 0.0 0.0 -0.1
C -1.39757 1.10052 -2.55755 0.0 -0.1 0.1
N -1.28326 1.89170 -1.52117 -0.1 0.2 -0.2
C -1.62260 3.15959 -1.99784 0.0 -0.1 0.0
C -1.69352 4.38215 -1.33287 0.0 0.0 0.1
C -2.04263 5.49444 -2.07395 0.0 0.0 0.0
C -2.32897 5.40269 -3.44555 0.0 0.0 0.0
C -2.28431 4.19400 -4.11121 0.0 0.0 0.0
C -1.92940 3.08032 -3.35918 0.0 0.0 0.0
H -1.90392 1.32121 -4.58486 0.0 0.0 0.0
H -1.21908 0.03261 -2.53610 0.0 0.0 0.0
H -1.50762 4.44654 -0.26576 0.0 0.0 0.0
H -2.10585 6.46111 -1.59076 0.0 0.0 0.0
H -2.59619 6.29755 -3.99158 0.0 0.0 0.0
H -2.51341 4.12309 -5.16622 0.0 0.0 0.0

112
Properties=species:S:1:pos:R:3:forces:R:3 method="wB97M-V/def2-TZVPD" charge=-2 e_homo_ha=-0.0850 homo_lumo_gap_ev=5.99
O 0.76983 -2.32274 2.02293 -0.8 2.0 -2.3
C 0.67551 -1.35630 0.97746 -3.0 -2.8 0.6
C -0.72490 -0.60995 0.62231 1.2 -3.8 1.3
O -1.87939 -1.40864 0.57216 6.9 0.2 3.0
H 1.10260 -1.79907 0.07766 -1.3 -0.3 -0.6
H 1.42101 -0.57369 1.11837 -3.3 0.0 -0.3
H -0.54528 -0.08498 -0.31590 -0.5 -1.5 1.8
H -0.80033 0.16128 1.38887 0.8 -1.1 -1.2
C 3.14849 0.65767 0.76169 0.2 5.6 -2.6
C 2.54146 1.45282 -0.33334 1.6 -3.4 -2.0
C 1.07812 1.47818 -0.53714 2.0 0.8 1.1
O 0.86272 2.83369 -0.23504 0.2 2.3 -1.6
C 1.93972 3.56242 -0.28367 3.8 2.5 -1.7
O 2.05400 4.79970 -0.39238 -0.9 -3.2 0.4
O 3.02964 2.74335 -0.30627 -0.9 3.0 0.3
H 3.11398 1.17421 1.72091 0.5 1.2 -1.7
H 4.14969 0.26695 0.57993 -0.8 2.6 -0.8
H 2.61432 -0.26444 0.99075 2.2 7.0 -0.8
H 2.88932 1.04493 -1.28241 0.6 0.6 0.9
H 0.37468 0.92058 0.08120 3.6 -0.3 0.0
H 0.74152 1.30238 -1.55885 1.2 2.3 3.1
C 1.27515 -0.87345 4.56239 -0.1 -1.5 1.3
C 2.56619 -1.23128 3.80465 -2.3 -0.1 0.9
C 2.62078 -0.66710 2.41885 -1.5 -0.4 7.1
O 3.93212 -0.23996 2.32387 3.1 -0.8 4.6
C 4.53678 -0.31057 3.47076 0.9 0.8 0.7
O 5.65819 0.01309 3.71601 1.7 0.4 -0.4
O 3.73256 -0.69596 4.40105 -0.9 -0.7 2.6
H 0.95586 0.16873 4.55674 2.1 -2.7 2.2
H 1.18504 -1.25875 5.57803 0.5 -0.4 0.1
H 0.45926 -1.32744 3.99998 0.1 -0.4 -0.1
H 2.68636 -2.31457 3.79317 -0.1 -0.2 -0.1
H 1.92186 0.11743 2.12882 1.8 -1.2 3.6
H 2.47964 -1.47764 1.70387 -1.1 1.5 5.4
C -4.62461 -2.44699 -2.75522 -0.8 0.6 0.0
C -3.75232 -1.33830 -2.16062 0.1 -1.9 -0.3
C -2.35651 -1.80505 -1.80920 -3.3 -0.5 -2.3
O -1.51627 -1.09722 -2.73558 -6.5 -2.1 -1.6
C -2.22573 -0.24609 -3.48189 -2.3 -1.4 -2.0
O -1.79051 0.48595 -4.37768 0.2 -4.5 0.8
O -3.50240 -0.33874 -3.13697 -0.3 1.4 -1.8
H -4.22208 -3.11442 -3.51720 0.6 0.2 0.1
H -5.48486 -1.94714 -3.20045 -0.2 0.0 -0.1
H -5.04919 -3.05022 -1.95275 0.2 -0.1 0.1
H -4.30807 -0.94751 -1.30825 0.4 0.2 -1.5
H -2.23975 -2.86147 -2.05097 -2.6 0.7 0.4
H -2.04341 -1.63820 -0.77856 0.8 -0.1 0.4
C -2.45808 2.61853 -3.48496 -0.9 0.8 1.3
C -2.50013 2.05071 -2.02309 -0.1 0.1 -1.6
C -1.24568 1.26657 -1.68273 -3.4 4.0 0.0
O -0.84637 1.71720 -0.42016 -8.3 2.9 -2.8
C -1.61039 2.80968 -0.09943 -3.3 2.5 -3.9
O -1.48496 3.45894 0.88802 -11.1 3.5 -7.8
O -2.54909 3.02415 -1.01314 0.2 1.3 0.0
H -2.45950 1.74766 -4.14046 -1.0 2.0 0.2
H -1.52510 3.13378 -3.71335 0.2 0.2 0.4
H -3.28325 3.28881 -3.72560 -0.1 0.0 0.4
H -3.29675 1.33268 -1.82832 -0.6 0.9 -0.5
H -0.46554 1.54202 -2.39238 -0.9 0.9 0.5
H -1.38445 0.19180 -1.56559 -2.6 2.6 0.2
C 0.15509 3.86009 1.79883 1.9 2.5 2.5
C -0.27849 2.41698 1.79053 5.8 -3.3 4.6
C 0.91979 1.48994 2.07669 -1.4 1.7 1.4
O 0.75341 1.05641 3.47458 0.8 3.6 -3.8
C -0.41763 1.37767 3.90498 -2.6 2.0 2.7
O -0.85455 1.11762 5.04911 0.7 0.8 -3.6
O -1.06867 2.12445 2.96227 3.3 2.1 4.9
H 0.66218 4.16792 0.88439 -0.6 0.5 2.0
H 0.69695 4.17291 2.69138 0.6 -0.3 0.2
H -0.76069 4.44459 1.71052 2.0 1.6 2.2
H -0.84578 2.16642 0.89415 4.9 -3.4 6.6
H 1.81565 2.09826 1.95225 -0.3 -0.5 0.5
H 0.90487 0.53648 1.54867 -0.7 1.9 0.1
C -2.54420 1.13384 1.93421 -2.7 0.4 -1.3
C -3.30665 0.84507 0.67091 0.3 -4.0 0.8
C -3.80420 -0.64983 0.61367 -1.4 1.8 0.3
O -5.07792 -0.47277 -0.03717 -3.2 2.0 1.2
C -5.51873 0.82811 0.13142 -0.4 -0.4 1.1
O -6.65007 1.24829 0.00592 1.5 -0.8 -0.4
O -4.49948 1.57781 0.61578 -1.3 0.6 -0.7
H -3.16116 0.99410 2.82187 -0.2 0.0 -0.1
H -2.21773 2.17298 1.89295 -3.0 -1.4 -0.3
H -1.59286 0.62030 2.07319 -2.8 -0.2 0.0
H -2.69419 0.99519 -0.21816 -0.9 -0.3 0.8
H -3.86920 -1.09117 1.60820 -0.6 0.2 0.0
H -3.09574 -1.27178 0.06654 -2.7 0.6 0.1
C -0.14653 -2.78148 -1.93013 1.6 0.1 -0.9
C 0.40092 -1.61491 -2.81429 1.2 -1.8 -0.1
C 0.12616 -0.20757 -2.44571 3.1 -2.9 -1.9
O 1.40297 0.42192 -2.48075 0.1 0.2 -3.9
C 2.34471 -0.43447 -2.54728 4.0 -0.9 -1.7
O 3.55101 -0.19638 -2.47130 -3.2 -0.4 -1.2
O 1.78670 -1.64842 -2.64693 1.3 -0.3 -4.8
H -0.14846 -2.41740 -0.90273 -0.1 -0.7 -0.1
H 0.49052 -3.65778 -2.04994 0.0 0.3 0.1
H -1.17722 -3.00656 -2.20421 3.6 -1.2 -0.4
H 0.14579 -1.77429 -3.86196 0.4 -0.2 -0.2
H -0.30017 -0.13821 -1.44494 3.7 -1.7 -1.3
H -0.64084 0.19737 -3.10589 4.9 0.8 -0.4
C 2.70337 -3.83254 -0.96135 -0.7 -0.8 0.9
C 2.98854 -2.32556 -0.79842 0.4 -3.0 1.0
C 3.07166 -1.73978 0.59084 4.2 -7.4 -7.1
O 4.39691 -1.26333 0.56336 4.0 -3.0 -0.6
C 5.14524 -1.61322 -0.53212 -0.8 0.9 -0.7
O 6.30366 -1.30572 -0.77852 -2.4 -0.9 1.0
O 4.27490 -2.18256 -1.36942 1.7 -0.7 -0.9
H 2.61213 -4.21502 -1.97795 0.0 0.7 -0.3
H 1.79257 -4.14198 -0.44873 -0.3 0.4 0.1
H 3.41190 -4.53435 -0.52139 0.7 0.6 0.3
H 2.19614 -1.80189 -1.33319 1.9 -1.3 2.5
H 2.94019 -2.52713 1.33307 0.5 -1.3 -0.7
H 2.33588 -0.93613 0.56097 0.8 -5.0 -4.3

70
Properties=species:S:1:pos:R:3:forces:R:3 method="wB97M-V/def2-TZVPD" charge=-1 e_homo_ha="-0.1585 / -0.1584" spin_multiplicity=2 homo_lumo_gap_ev="5.84 / 3.76"
Rb 0.15257 -0.38786 0.04239 -0.5 -0.2 0.4
C 0.59175 -0.83623 4.29944 0.0 0.0 0.0
C -0.63881 -1.40229 3.58710 0.0 -0.1 0.0
C -1.71003 -1.72544 4.63504 0.0 0.0 0.0
C -0.26133 -2.67969 2.83061 0.0 -0.1 0.0
O -1.06628 -0.42180 2.66815 0.0 0.1 0.2
Ge -2.83458 -0.21864 2.04623 0.3 0.1 -0.3
O -2.46565 -1.44371 0.66480 -0.1 -0.1 0.0
C -3.28635 -1.73494 -0.43914 -0.2 -0.1 -0.1
C -4.73116 -1.27101 -0.22535 0.0 0.0 0.0
C -2.72092 -1.03386 -1.68314 -0.1 0.0 0.1
C -3.25314 -3.25057 -0.65194 0.1 0.1 0.0
O -2.25514 1.17931 0.88890 -0.1 -0.1 0.0
C -2.23190 2.54331 1.21368 0.0 0.2 0.0
C -2.02326 3.29967 -0.10118 0.0 0.0 0.0
C -3.55260 3.00276 1.84350 0.0 0.0 0.0
C -1.07698 2.84300 2.17456 0.0 0.0 0.0
H 1.01638 -1.55951 5.00063 0.0 0.0 0.0
H 0.31786 0.06982 4.84506 0.0 0.0 0.0
H 1.35574 -0.57696 3.56339 0.0 0.0 0.0
H -1.30421 -2.40012 5.39326 0.0 0.0 0.0
H -2.57366 -2.20909 4.17367 0.0 0.0 0.0
H -2.05360 -0.81144 5.12495 0.0 0.0 0.0
H -0.00163 -3.49559 3.51244 0.0 0.0 0.0
H 0.59911 -2.51040 2.17889 0.0 0.0 0.0
H -1.09465 -2.99939 2.20369 0.0 0.0 0.0
H -4.76482 -0.18334 -0.11896 0.0 0.0 0.0
H -5.15159 -1.71958 0.67712 0.0 0.0 0.0
H -5.35427 -1.55619 -1.07737 0.0 0.0 0.0
H -2.64196 0.03537 -1.46313 0.1 0.0 0.0
H -3.38134 -1.17423 -2.54505 0.0 0.0 0.0
H -1.74281 -1.45172 -1.93765 0.0 0.0 0.0
H -3.66204 -3.75490 0.22610 0.0 0.0 0.0
H -2.21758 -3.56410 -0.79466 0.0 0.0 0.0
H -3.83217 -3.54439 -1.53225 0.0 0.0 0.0
H -2.86379 3.09929 -0.77007 0.0 0.0 0.0
H -1.10863 2.95151 -0.58555 0.0 0.0 0.0
H -1.93789 4.37738 0.05752 0.0 0.0 0.0
H -4.38659 2.73933 1.18902 0.0 0.0 0.0
H -3.55458 4.08577 1.99528 0.0 0.0 0.0
H -3.71134 2.51823 2.80868 0.0 0.0 0.0
H -0.13283 2.52148 1.72952 0.0 0.0 0.0
H -1.20763 2.28448 3.10336 0.0 0.0 0.0
H -1.01062 3.91188 2.39472 0.0 0.0 0.0
Cl 5.28140 0.53937 -0.94335 -0.1 0.0 0.0
C 4.13949 0.34315 -2.19881 0.2 -0.1 0.0
C 4.54336 -0.11298 -3.43565 0.0 0.0 0.0
C 3.61714 -0.29460 -4.44340 0.1 0.0 -0.1
Cl 4.18023 -0.88510 -5.96282 0.0 0.0 0.0
C 2.22890 -0.00949 -4.27078 -0.1 0.0 0.1
C 1.25455 -0.19565 -5.26238 0.1 0.0 -0.1
C -0.04892 0.11021 -4.97848 -0.1 0.0 0.0
C -0.36636 0.60567 -3.70979 0.0 0.0 0.1
N 0.52884 0.78610 -2.75841 0.0 0.0 -0.1
C 1.80040 0.47506 -3.02174 -0.1 -0.1 -0.2
C 2.75311 0.63464 -1.90337 -0.1 0.0 0.4
O 2.38278 0.96936 -0.77994 0.4 0.3 -0.3
H 5.58294 -0.34719 -3.61412 0.0 0.0 0.0
H 1.53599 -0.58668 -6.23005 0.0 0.0 0.0
H -0.83062 -0.03529 -5.71052 0.0 0.0 0.0
H -1.39155 0.84408 -3.45079 0.0 0.0 0.0
N 2.63693 3.50385 1.01328 0.0 0.0 0.0
N 1.69508 3.89597 0.00485 0.1 0.0 0.0
H 2.12726 3.46431 1.88695 0.0 0.0 0.0
H 2.98406 2.56911 0.82141 0.0 0.0 0.0
H 1.29720 3.07615 -0.44497 0.0 0.0 0.0
H 2.20833 4.40598 -0.70220 0.0 0.0 0.0
O 1.79431 -2.77514 -0.21314 -0.1 0.3 -0.2
N 1.20498 -3.33997 -1.15580 0.0 -0.4 -0.1
O 0.45991 -2.62491 -1.86907 0.2 0.3 0.1

no.,energy (Eh)
1,-3795.55627
2,-3281.10229
3,-4513.11346